A structure of composition C25H33MoO6 at a distorted geometry. Source: OMol25; level of theory: ωB97M-V/def2-TZVPD.

## Properties
HOMO (spin up / spin down)	-1.79 / -1.90	eV
multiplicity	3
energy relative to the best compared isomer or geometry (same formula, charge and spin)	41.9	kcal/mol
total charge	-1
Kohn-Sham gap (spin up / spin down)	4.145 / 4.254	eV

Cartesian coordinates (Å):
C 0.38 -0.29 -7.22
C 0.21 -0.85 -5.79
C -0.06 1.17 -7.18
C -0.86 1.43 -5.85
H -0.72 1.36 -8.03
H 0.82 1.84 -7.27
C -0.97 -0.10 -5.21
H 1.15 -0.65 -5.24
H 0.06 -1.94 -5.80
C -1.52 -0.55 -3.80
H -1.80 -0.45 -5.85
H -1.91 1.66 -6.11
C -0.32 2.70 -5.30
C 1.80 -0.50 -7.75
C -0.41 -1.03 -8.30
O -1.04 -0.49 -9.19
O 2.77 -0.60 -7.02
O 1.85 -0.62 -9.10
O -0.33 -2.37 -8.23
C -0.95 -2.98 -9.38
H -0.81 -4.05 -9.23
H -0.45 -2.64 -10.30
H -2.01 -2.71 -9.42
C 3.18 -0.81 -9.59
H 3.85 0.00 -9.25
H 3.10 -0.81 -10.67
H 3.59 -1.76 -9.24
O -0.68 -1.04 -2.72
H -2.20 -1.42 -3.99
H -2.22 0.24 -3.43
C -1.26 3.69 -4.76
C 1.11 2.80 -4.99
H 1.63 3.58 -5.58
H 1.64 1.85 -5.16
H 1.28 3.07 -3.93
H -0.69 4.50 -4.27
H -1.95 3.25 -4.02
H -1.90 4.12 -5.55
Mo -0.52 -0.19 -1.01
C -2.12 0.20 0.90
C -2.94 0.01 -0.26
C -2.60 -1.26 -0.83
H -3.71 0.68 -0.59
C -1.59 -1.87 0.01
C -1.29 -0.94 1.07
H -0.62 -1.11 1.90
H -2.21 1.02 1.60
H -3.08 -1.71 -1.69
H -1.21 -2.88 -0.07
C 2.05 0.98 -0.48
C 1.68 0.09 0.54
C 1.39 -1.19 -0.05
H 1.64 0.32 1.61
C 1.61 -1.06 -1.48
C 1.99 0.30 -1.73
H 2.26 0.72 -2.70
H 2.45 1.98 -0.33
H 1.18 -2.11 0.48
H 1.65 -1.89 -2.18
C -0.26 3.37 -1.19
C -0.35 2.20 -0.26
O -0.30 2.28 0.95
H -1.13 3.37 -1.85
H 0.68 3.32 -1.77
H -0.26 4.27 -0.55

An isolated molecule of C25H33N3O4. Source: OMol25; level of theory: ωB97M-V/def2-TZVPD.

## Properties
HOMO	-8.00	eV
SMILES string	CCCCOc1ccc(C(=O)N2CCN(CC(=O)Nc3ccc(C)cc3)CC2)cc1OC
energy relative to the best compared isomer or geometry (same formula, charge and spin)	39.1	kcal/mol
Kohn-Sham gap	8.558	eV

Cartesian coordinates (Å):
C 2.19 -3.84 -2.07
C 3.42 -3.75 -1.17
C 4.70 -3.43 -1.94
C 4.75 -2.02 -2.54
O 4.94 -1.03 -1.54
C 3.88 -0.58 -0.81
C 4.13 -0.38 0.54
C 3.16 0.11 1.40
C 1.90 0.40 0.90
C 0.80 0.95 1.75
O 0.25 1.99 1.46
N 0.50 0.24 2.88
C 0.69 -1.19 2.95
C -0.46 -1.88 2.18
N -1.56 -0.93 2.05
C -2.72 -1.47 1.39
C -3.61 -0.36 0.80
O -4.79 -0.55 0.58
N -2.92 0.78 0.55
C -3.38 1.99 0.01
C -4.68 2.16 -0.46
C -5.06 3.39 -0.98
C -4.17 4.46 -1.05
C -4.61 5.78 -1.59
C -2.88 4.27 -0.57
C -2.48 3.05 -0.04
C -1.84 -0.31 3.33
C -0.67 0.66 3.63
C 1.65 0.25 -0.46
C 2.62 -0.22 -1.33
O 2.42 -0.34 -2.68
C 1.21 0.14 -3.23
H 2.34 -4.59 -2.84
H 1.31 -4.13 -1.48
H 1.98 -2.89 -2.55
H 3.25 -3.00 -0.40
H 3.55 -4.71 -0.67
H 4.81 -4.15 -2.76
H 5.55 -3.55 -1.27
H 5.65 -1.94 -3.17
H 3.87 -1.82 -3.15
H 5.11 -0.62 0.91
H 3.38 0.27 2.44
H 0.67 -1.47 4.00
H 1.65 -1.47 2.53
H -0.13 -2.15 1.17
H -0.76 -2.80 2.70
H -2.39 -2.08 0.54
H -3.35 -2.10 2.03
H -1.95 0.78 0.84
H -5.38 1.35 -0.42
H -6.07 3.51 -1.35
H -5.32 5.65 -2.41
H -5.09 6.37 -0.81
H -3.75 6.35 -1.96
H -2.17 5.08 -0.60
H -1.48 2.93 0.34
H -2.78 0.24 3.26
H -1.94 -1.06 4.13
H -0.43 0.66 4.70
H -0.91 1.67 3.32
H 0.67 0.54 -0.83
H 1.06 1.20 -3.00
H 0.35 -0.44 -2.88
H 1.32 0.01 -4.31

A structure of composition C25H33O2TeW at a distorted geometry. Source: OMol25; level of theory: ωB97M-V/def2-TZVPD.

## Properties
HOMO (spin up / spin down)	-8.45 / -9.87	eV
multiplicity	3
total charge	+1
Kohn-Sham gap (spin up / spin down)	5.599 / 6.232	eV

Cartesian coordinates (Å):
O 0.17 1.61 0.67
C 1.62 2.12 0.73
C 1.21 3.54 1.04
H 2.11 1.94 -0.23
H 2.15 1.67 1.57
C -0.20 3.05 1.05
H 1.49 4.24 0.29
H 1.56 3.84 2.00
C -1.02 3.71 -0.01
H -0.44 3.85 -0.93
H -1.32 4.70 0.36
H -1.95 3.18 -0.24
C -0.83 3.11 2.42
H -0.12 2.78 3.18
H -1.76 2.52 2.48
H -1.08 4.17 2.60
W -0.35 -0.27 0.80
C -0.64 -0.99 3.11
C -0.09 -2.07 2.34
C 1.27 -1.71 2.01
H -0.59 -3.02 2.12
C 1.50 -0.38 2.44
C 0.31 0.09 3.11
H 0.20 1.02 3.65
H -1.58 -0.98 3.66
H 2.03 -2.33 1.55
H 2.43 0.17 2.34
C -2.42 -1.37 0.74
C -2.60 -0.10 1.42
C -2.43 0.93 0.45
H -2.89 0.09 2.44
C -2.22 0.32 -0.83
C -2.29 -1.09 -0.66
H -2.31 -1.83 -1.45
H -2.44 -2.35 1.21
H -2.61 1.97 0.66
H -2.04 0.85 -1.76
O 1.36 3.35 -2.36
C 0.51 2.28 -2.86
C 1.37 1.03 -3.00
H 0.07 2.58 -3.84
H -0.34 2.14 -2.15
C 2.77 1.61 -3.34
H 0.99 0.31 -3.72
H 1.43 0.54 -2.02
C 2.72 3.03 -2.75
H 2.90 1.66 -4.42
H 3.58 1.02 -2.91
H 3.06 3.78 -3.49
H 3.36 3.12 -1.85
Te 0.63 -2.02 -1.05
C -0.06 -4.04 -0.76
C 0.55 -4.89 0.18
C 0.08 -6.20 0.35
C -0.96 -6.68 -0.45
C -1.53 -5.85 -1.43
C -1.07 -4.55 -1.60
H 1.38 -4.51 0.79
H 0.54 -6.84 1.11
H -1.33 -7.70 -0.31
H -2.34 -6.23 -2.05
H -1.48 -3.90 -2.38

A structure of composition C25H34AsBrFINOPdSi. Source: OMol25; level of theory: ωB97M-V/def2-TZVPD.

## Properties
HOMO (spin up / spin down)	-10.23 / -10.23	eV
energy relative to the best compared isomer or geometry (same formula, charge and spin)	6.2	kcal/mol
total charge	+1
Kohn-Sham gap (spin up / spin down)	6.444 / 6.444	eV

Cartesian coordinates (Å):
Pd 0.51 0.10 0.17
C 1.38 3.05 1.09
Si -0.42 2.78 0.69
C -1.34 4.13 1.54
C -0.62 2.93 -1.15
N -0.86 1.12 1.14
C -2.00 0.53 1.70
C -2.93 1.29 2.43
C -4.08 0.74 2.96
C -4.36 -0.61 2.82
C -3.45 -1.40 2.13
C -2.31 -0.83 1.61
F -1.45 -1.67 0.95
H 1.63 4.10 0.87
H 2.07 2.43 0.51
H 1.57 2.89 2.15
H -0.91 5.09 1.22
H -1.24 4.07 2.63
H -2.41 4.15 1.29
H -0.24 3.88 -1.53
H -1.67 2.85 -1.45
H -0.07 2.14 -1.68
H -2.72 2.34 2.57
H -4.76 1.38 3.51
H -5.26 -1.04 3.23
H -3.61 -2.46 1.99
Br 4.66 -2.90 -2.88
C 2.98 -3.49 -2.28
C 2.69 -4.85 -2.37
C 1.46 -5.33 -1.94
C 0.51 -4.45 -1.42
C 0.79 -3.10 -1.32
C 2.03 -2.63 -1.75
I 2.43 -0.59 -1.58
H 3.43 -5.52 -2.78
H 1.24 -6.38 -2.02
H -0.45 -4.82 -1.09
H 0.05 -2.42 -0.94
C -0.90 -0.46 -2.96
O -1.04 -0.35 -1.54
H -0.42 0.42 -3.38
H -1.87 -0.61 -3.43
H -0.28 -1.34 -3.16
H -1.79 0.21 -1.33
C 3.04 -1.77 1.84
As 1.51 -0.65 2.19
C 0.37 -1.81 3.20
C 2.15 0.65 3.49
C 2.73 -0.01 4.71
C 4.07 -0.37 4.76
C 4.60 -0.98 5.89
C 3.79 -1.23 6.99
C 2.45 -0.87 6.95
C 1.92 -0.26 5.82
H 3.38 -2.18 2.78
H 3.83 -1.19 1.37
H 2.73 -2.57 1.17
H 0.93 -2.14 4.07
H 0.09 -2.65 2.57
H -0.53 -1.27 3.51
H 1.28 1.26 3.74
H 2.87 1.28 2.98
H 4.71 -0.16 3.91
H 5.65 -1.24 5.91
H 4.21 -1.69 7.87
H 1.82 -1.05 7.81
H 0.88 0.02 5.81

The DFT total energy results, record by record, are as follows: -1491.8767 -1437.6828 -1457.5843 -6727.5701 a.u..